Here is C28H30AsN2RhS2Sb as an isolated structure from the Open Molecules 2025 dataset. Energies are from wB97M-V/def2-TZVPD.

Results
maximum force = 0.007 hartree/bohr
Kohn-Sham gap = 6.484 eV

Geometry as ORCA input:
```
! RIJCOSX wB97M-V def2-TZVPD def2/J DEFGRID3
* xyz 1 1
Sb -2.32872 -1.83281 0.31409
Rh 0.36735 0.19397 0.35226
As 2.63802 -0.23861 -0.08701
S 0.56618 2.10196 -0.75016
S 0.96775 1.27532 2.19570
N 3.16274 4.06442 3.25731
N 2.68153 5.11648 -0.80697
C -2.44271 1.17524 1.22482
C 0.03880 -1.48821 -1.61615
C 0.12999 -0.21713 -3.65704
C -1.18761 -0.90031 -1.27195
C 1.71528 2.72263 1.59367
C -5.12141 -0.48847 0.13455
C 4.22537 -0.14544 2.42398
C -2.14564 1.93957 3.48243
C -4.24559 -1.37776 -0.47961
C -6.75616 -0.90458 -1.58132
C -2.14291 -0.13758 1.60914
C 2.19088 4.21298 -0.29388
C 2.86799 -2.16064 0.11937
C 4.02974 0.50249 1.06165
C 3.37549 0.31350 -1.80454
C -1.07572 0.40791 -3.31152
C -4.63895 -2.03807 -1.64225
C 2.52212 3.46781 2.51297
C -1.73090 0.06267 -2.15311
C 4.46494 -0.63469 -2.29047
C 1.55581 3.07501 0.29985
C -1.83422 -0.38464 2.95439
C -1.83382 0.64547 3.88201
C 2.02684 -2.69785 1.27669
C -2.45025 2.20393 2.15622
C 0.67775 -1.16398 -2.82706
C -6.37540 -0.25504 -0.41671
C -5.88688 -1.79601 -2.19584
H -4.83842 0.02683 1.04470
H 0.39204 -2.33406 -1.03994
H -3.97494 -2.74626 -2.12775
H 4.05602 -1.60781 -2.56421
H -2.69534 3.21097 1.84425
H -6.18396 -2.30821 -3.10146
H 1.57907 -1.68868 -3.12122
H 0.95479 -2.55905 1.09890
H -7.05521 0.43362 0.06766
H 3.33723 -0.05716 3.04731
H 2.19050 -3.76827 1.40095
H 3.84116 1.57249 1.14382
H -7.73316 -0.72107 -2.00811
H 2.27100 -2.21011 2.21905
H 4.49017 -1.19956 2.33797
H 5.24546 -0.79976 -1.54615
H 4.94831 -0.21750 -3.17349
H -1.61749 -1.39514 3.28421
H 2.57097 0.40861 -2.52843
H -2.15423 2.74066 4.20994
H -2.70741 1.39981 0.19890
H -1.51053 1.13939 -3.98020
H -2.69913 0.50020 -1.94095
H 0.61153 0.02960 -4.59455
H 4.92973 0.39322 0.45098
H 2.60958 -2.63763 -0.82508
H -1.59765 0.44036 4.91797
H 3.75805 1.31748 -1.61101
H 3.93195 -2.33683 0.28595
H 5.04224 0.35434 2.94444
*
```

From a natural (NBO) analysis of the wavefunction, the atomic charges in e read: Sb 1.15; Rh 0.33; As 1.32; S 0.20; S 0.16; N -0.22; N -0.22; C -0.24; C -0.29; C -0.18; C -0.45; C -0.30; C -0.17; C -0.63; C -0.17; C -0.39; C -0.19; C -0.48; C 0.22; C -0.74; C -0.71; C -0.71; C -0.21; C -0.23; C 0.22; C -0.15; C -0.63; C -0.31; C -0.17; C -0.22; C -0.62; C -0.20; C -0.22; C -0.22; C -0.20; H 0.21; H 0.23; H 0.21; H 0.21; H 0.23; H 0.23; H 0.22; H 0.19; H 0.23; H 0.22; H 0.24; H 0.24; H 0.23; H 0.23; H 0.21; H 0.21; H 0.24; H 0.22; H 0.25; H 0.23; H 0.23; H 0.24; H 0.23; H 0.24; H 0.24; H 0.24; H 0.23; H 0.25; H 0.25; H 0.24


Here is a 15-piece molecular cluster, C17H66N30O16Si overall from the Open Molecules 2025 dataset. Energies are from wB97M-V/def2-TZVPD.

Results
maximum force = 0.014 hartree/bohr
Kohn-Sham gap = 8.854 eV

Geometry as ORCA input:
```
! RIJCOSX wB97M-V def2-TZVPD def2/J DEFGRID3
* xyz 0 1
Si 3.92212 1.64382 -3.96501
O -3.95666 -5.04972 -4.90834
O -1.33323 -1.96325 -5.45045
O 4.70808 -2.22545 4.13126
O -5.86103 1.12378 8.18216
O -3.27603 4.01923 5.85346
O 4.84854 0.02596 -6.99068
O -5.87932 -3.44351 6.43706
O 1.24104 1.29343 -1.37875
O -3.75469 -3.36997 3.86218
O 1.41025 5.17689 -1.70363
O -4.35269 -8.30919 -2.68849
O 0.01088 7.44761 3.24053
O -2.87533 -1.97986 0.31496
O 4.84803 1.12969 -0.03620
O 0.56910 0.05264 -3.09841
O 4.81358 5.55812 -2.08569
N 4.95535 -0.07655 1.88978
N -1.90519 3.18718 4.24657
N -5.05583 -5.03338 -2.92972
N -2.66805 -7.60640 -4.03250
N -6.64166 -1.53949 7.44689
N -4.63046 -3.80204 1.81443
N -2.10594 6.67740 3.51039
N -5.71020 3.33700 8.65627
N 1.61627 6.76396 -0.09041
N -3.40678 -3.47992 -3.36118
N -5.34712 -1.44517 5.54606
N 4.74083 7.41384 -0.80898
N 4.45857 2.88242 -2.89601
N -5.67142 -4.59349 3.71179
N -2.76869 1.81422 5.89415
N 2.45722 4.63110 0.23777
N 3.06669 -0.13303 0.56386
N -0.16056 -2.00840 -7.38437
N -3.92944 1.90738 9.03168
N 6.02493 -3.91320 4.86474
N 3.92784 0.10835 -3.10140
N -0.28830 -3.88797 -6.04430
N 4.18173 -4.35111 3.54288
N 6.77136 6.56008 -1.53061
N 6.03988 -0.12437 -8.91166
N -1.17621 -2.22845 -1.15168
N -0.75200 5.88560 1.80302
N -1.57861 -0.17999 -0.17760
N -2.68199 -9.75921 -3.17877
N 5.64604 -2.00282 -7.62053
C 5.40627 6.45336 -1.51671
C 1.20591 2.36213 -3.51722
C 4.33203 0.35427 0.75694
C 1.01246 1.23043 -2.55307
C 2.19087 1.92589 -4.63334
C -5.96852 -2.22418 6.48405
C -2.68822 3.06841 5.36274
C 4.95512 -3.42039 4.17465
C 5.46762 -0.65427 -7.78715
C -4.62514 -3.89476 3.17863
C -4.13241 -4.54392 -3.80058
C -1.93464 -1.48780 -0.29959
C -3.30145 -8.53669 -3.26398
C -0.63921 -2.58093 -6.23994
C -5.21776 2.07370 8.60390
C -0.90001 6.71797 2.87568
C 1.81125 5.49021 -0.60158
H 7.27575 7.28666 -1.06072
H 7.27863 5.85406 -2.03006
H -2.12181 0.38465 0.44754
H -5.17349 4.12548 8.96356
H 6.60816 -3.25062 5.34011
H 5.24302 -2.41941 -6.80288
H 4.36741 -5.33518 3.57006
H -3.53061 -3.06636 -2.45435
H -5.56404 -5.85475 -3.20489
H -7.09960 -2.06076 8.16880
H -5.20037 -4.65235 -2.01439
H 2.56628 0.17929 -0.25235
H 1.35111 -0.39711 -3.46132
H 4.87306 1.60100 -5.08359
H 4.54167 -0.71234 2.55125
H -1.82103 -9.97603 -3.64182
H 3.38470 -4.01928 3.03338
H -2.71966 -3.08410 -3.98410
H -2.22582 7.27491 4.30569
H 1.80057 1.00882 -5.08366
H -3.56091 0.97397 9.01490
H -0.41149 -1.84447 -1.67986
H 2.80519 4.89620 1.14023
H 5.93037 0.86154 -9.05742
H -0.40436 -1.05042 -7.55281
H -1.82167 4.09930 3.83484
H -6.39341 -4.97371 3.13129
H 1.90907 7.04809 0.82957
H 3.74430 7.30714 -0.72587
H -5.38683 -0.44321 5.55724
H -2.29695 1.01411 5.51601
H -3.13033 -10.46145 -2.62188
H 3.78215 3.30008 -2.27331
H 0.24779 2.65375 -3.95569
H 0.27114 -4.41169 -6.68912
H -2.85854 6.07867 3.23023
H -5.34564 -4.23016 1.25921
H 2.63151 3.69597 -0.09014
H 5.88184 0.26466 2.06074
H 4.97748 3.62124 -3.34795
H 6.24710 -4.88851 4.91878
H 1.56378 3.21332 -2.93811
H 1.12674 7.42295 -0.66823
H 2.61922 -0.76068 1.20412
H -0.79302 0.22494 -0.65900
H -1.80993 -7.78504 -4.51638
H 6.55771 -0.66384 -9.57809
H -5.74272 -4.68456 4.71632
H -3.89448 -3.28321 1.35121
H -3.10978 -6.70161 -4.11678
H -1.41190 2.41805 3.83454
H -1.46089 5.26810 1.45523
H -6.64470 3.48033 8.32292
H -3.33923 1.70884 6.71299
H 6.15795 -2.57786 -8.26137
H 4.53194 -0.54362 -3.59344
H -1.40126 -3.20102 -1.24783
H 2.20149 2.67713 -5.42517
H -3.35174 2.65674 9.36386
H 5.19833 8.17638 -0.34697
H -6.65958 -0.53245 7.44262
H -4.78369 -1.92682 4.85803
H 0.14599 5.93650 1.35578
H 0.40897 -2.49328 -8.05042
H 4.39034 0.27402 -2.20441
H -0.65242 -4.34463 -5.22898
*
```

Mulliken population analysis, charges in e, atoms 1 to 99: Si 0.38; O -0.72; O -0.64; O -0.68; O -0.72; O -0.67; O -0.57; O -0.70; O -0.55; O -0.75; O -0.69; O -0.63; O -0.69; O -0.81; O -0.64; O -0.34; O -0.56; N -0.31; N -0.30; N -0.30; N -0.26; N -0.30; N -0.22; N -0.37; N -0.40; N -0.57; N -0.20; N -0.21; N -0.36; N -0.28; N -0.31; N -0.31; N -0.14; N -0.20; N -0.44; N -0.46; N -0.39; N -0.47; N -0.35; N -0.37; N -0.41; N -0.41; N -0.24; N -0.33; N -0.26; N -0.40; N -0.38; C 0.58; C -0.22; C 0.54; C 0.32; C -0.88; C 0.56; C 0.61; C 0.65; C 0.60; C 0.64; C 0.63; C 0.53; C 0.61; C 0.72; C 0.68; C 0.65; C 0.64; H 0.15; H 0.22; H 0.15; H 0.17; H 0.22; H 0.21; H 0.16; H 0.06; H 0.22; H 0.20; H 0.16; H 0.20; H 0.30; H -0.31; H 0.17; H 0.15; H 0.21; H 0.15; H 0.21; H 0.32; H 0.25; H 0.15; H 0.21; H 0.22; H 0.22; H 0.11; H 0.14; H 0.25; H 0.27; H 0.15; H 0.17; H 0.23; H 0.03; H 0.45; H 0.15